C16H22NO6 | the ωB97M-V functional and the def2-TZVPD basis

Element x y z (Å)
C 2.30 -1.90 1.50
C 3.66 -1.35 0.79
O 3.54 -1.25 -0.66
C 3.78 0.11 -1.04
O 4.87 0.72 -0.85
C 2.58 0.96 -1.69
C 1.13 0.37 -1.30
C 0.10 1.61 -1.30
C -0.96 1.59 -0.11
C -0.67 2.15 1.34
C 0.75 2.73 1.76
O 0.91 2.99 2.99
O 1.84 2.98 0.89
C -1.79 2.13 2.42
C -3.17 1.57 2.05
N -3.42 1.04 0.74
C -2.42 1.03 -0.30
C -2.89 0.39 -1.71
C -2.01 -0.97 -1.89
O -2.80 -2.16 -1.63
C -2.07 -3.13 -0.89
C -1.65 -2.97 0.66
O -1.74 -4.22 -1.43
H 1.66 -1.01 1.87
H 2.58 -2.61 2.36
H 1.62 -2.46 0.74
H 3.88 -0.32 1.25
H 4.48 -2.10 1.02
H 2.68 1.01 -2.84
H 2.71 2.04 -1.31
H 1.12 -0.27 -0.35
H 0.84 -0.34 -2.17
H 0.63 2.62 -1.33
H -0.50 1.54 -2.29
H 2.43 2.19 0.97
H -1.58 2.56 3.46
H -4.00 1.58 2.85
H -4.36 0.65 0.55
H -3.99 0.04 -1.67
H -2.78 1.11 -2.59
H -1.18 -0.95 -1.09
H -1.49 -0.96 -2.90
H -1.00 -2.02 0.80
H -2.60 -2.85 1.30
H -1.03 -3.85 1.04

Values from the calculation:
maximum force	0.10471	Eh/bohr
SMILES	CCOC(=O)CCCc1c(C(=O)O)cc[nH+]c1CCOC(C)=O
HOMO-LUMO gap	0.2722	Ha
charge	+1
electronic energy	-30710.567	eV

***

C16H23AsBClF4IrNOS2 | the ωB97M-V functional and the def2-TZVPD basis

Element x y z (Å)
Ir -0.32 -0.34 -0.02
F 3.78 -0.93 -1.41
B 3.72 -0.65 -0.12
F 1.38 -1.18 -0.12
F 3.47 0.59 0.28
F 3.91 -1.61 0.77
C -0.44 6.71 2.02
C -1.05 5.36 1.79
C -0.90 4.77 0.41
C -1.79 3.59 0.17
C -2.29 2.91 1.23
C -2.21 3.37 2.56
C -1.65 4.66 2.78
S -3.00 1.31 0.98
C -4.40 1.67 -0.03
O -2.08 0.60 -0.07
H -0.46 7.33 1.12
H 0.61 6.62 2.33
H -0.96 7.25 2.82
H -1.07 5.54 -0.35
H -1.94 3.25 -0.85
H -2.61 2.79 3.38
H -1.70 5.08 3.77
H -4.09 2.28 -0.88
H -5.10 2.22 0.60
H -4.83 0.73 -0.35
Cl 0.73 4.46 -2.53
C 0.72 3.57 -1.09
C 0.63 4.31 0.20
C 1.03 3.42 1.33
C 0.96 2.08 1.21
N 0.64 1.48 0.01
C 0.65 2.21 -1.13
H 1.24 5.21 0.17
H 1.30 3.86 2.28
H 1.16 1.42 2.04
H 0.59 1.68 -2.08
C -0.51 -5.34 1.24
As -0.02 -4.04 -0.07
C 1.87 -3.81 -0.02
C -0.53 -4.67 -1.79
S -1.35 -2.34 0.38
H -0.03 -6.28 0.98
H -1.59 -5.46 1.22
H -0.19 -5.00 2.22
H 2.28 -4.82 -0.12
H 2.17 -3.36 0.93
H 2.19 -3.18 -0.84
H -0.07 -5.65 -1.95
H -0.19 -3.98 -2.55
H -1.61 -4.77 -1.83

Values from the calculation:
maximum force	0.01360	Eh/bohr
2S+1	5
energy above the lowest of the compared OMol25 structures with the same formula, charge and spin	0.00	kcal per mole
HOMO-LUMO gap (alpha / beta)	0.2615 / 0.2400	Ha
charge	+2
electronic energy	-129906.635	eV

***

C16H23BCrN5OS2 | the ωB97M-V functional and the def2-TZVPD basis

Element x y z (Å)
Cr 0.38 -0.52 -0.04
C 1.41 -1.87 -3.27
N 0.05 -1.96 -2.81
C -1.09 -1.95 -3.60
C -2.13 -2.23 -2.79
N -1.66 -2.46 -1.52
B -2.63 -2.82 -0.35
N -2.34 -1.98 0.93
C -2.32 -2.53 2.19
C -2.06 -1.55 3.09
N -1.90 -0.39 2.36
C -1.52 0.91 2.89
C -2.08 -0.66 1.05
S -1.93 0.48 -0.23
C -0.31 -2.30 -1.53
S 0.81 -2.85 -0.36
H 1.41 -1.38 -4.25
H 1.86 -2.86 -3.35
H 1.99 -1.27 -2.57
H -1.06 -1.67 -4.64
H -3.18 -2.24 -3.00
H -3.74 -2.59 -0.75
H -2.50 -3.98 -0.04
H -2.47 -3.59 2.33
H -1.92 -1.58 4.15
H -1.15 0.77 3.91
H -2.37 1.59 2.88
H -0.71 1.30 2.28
C -0.87 1.80 -3.24
C 0.65 1.75 -3.16
O 1.15 1.28 -1.92
H -1.18 2.15 -4.23
H -1.27 2.50 -2.50
H -1.31 0.82 -3.05
H 1.07 2.74 -3.38
H 1.04 1.06 -3.91
H 0.77 1.78 -1.18
N 1.35 0.50 1.16
C 2.03 1.31 1.94
C 1.68 2.69 2.10
C 2.39 3.53 2.94
C 3.49 3.08 3.67
C 3.85 1.74 3.53
C 3.16 0.88 2.70
H 0.84 3.08 1.53
H 2.08 4.57 3.02
H 4.04 3.75 4.32
H 4.71 1.36 4.08
H 3.47 -0.16 2.62

Values from the calculation:
maximum force	0.03010	Eh/bohr
2S+1	5
energy above the lowest of the compared OMol25 structures with the same formula, charge and spin	6.24	kcal per mole
HOMO-LUMO gap (alpha / beta)	0.1949 / 0.2229	Ha
charge	-1
electronic energy	-77234.439	eV

***

C16H23Br21N3O7P | the ωB97M-V functional and the def2-TZVPD basis

Element x y z (Å)
C -2.47 -2.38 -2.02
N -1.20 -2.87 -1.45
C -0.01 -2.48 -2.23
C -1.09 -2.56 -0.07
O -0.89 -3.45 0.73
C -1.27 -1.13 0.43
C 0.01 -0.40 0.84
N -0.27 1.01 0.50
O 1.20 -0.72 0.14
C 2.15 0.04 0.78
O 3.11 0.56 0.29
O 1.80 0.10 2.09
C 0.55 -0.52 2.27
C 0.80 -1.92 2.93
C 2.03 -2.75 2.56
N 2.22 -3.50 1.55
P -0.55 0.31 3.52
O -1.38 1.37 2.97
O -1.49 -0.87 4.08
O 0.31 0.72 4.78
H -3.11 -2.01 -1.23
H -2.99 -3.22 -2.44
H -2.34 -1.65 -2.81
H 0.42 -1.53 -1.94
H 0.70 -3.29 -2.20
H -0.32 -2.38 -3.25
H -1.96 -1.10 1.26
H -1.71 -0.56 -0.36
H 0.06 1.66 1.20
H 0.11 1.21 -0.42
H 0.94 -1.68 3.98
H -0.05 -2.59 2.88
H 2.82 -2.77 3.29
H 1.39 -3.48 0.96
H -2.26 -0.84 3.50
H 0.01 0.20 5.54
C 4.24 1.85 -0.46
Br 2.98 2.66 -1.67
Br 6.05 2.39 -0.85
Br 3.77 2.18 1.37
H 4.19 0.78 -0.62
C -2.05 -3.12 6.61
Br -3.31 -3.76 7.92
Br -1.16 -1.53 7.22
Br -0.80 -4.48 6.09
H -2.62 -2.85 5.73
C 4.31 -2.93 -2.77
Br 3.75 -3.18 -0.95
Br 3.20 -1.55 -3.53
Br 6.19 -2.56 -2.92
H 4.11 -3.84 -3.32
C 0.02 2.34 -4.44
Br -0.22 3.29 -2.78
Br 0.99 0.71 -4.14
Br -1.65 2.07 -5.36
H 0.64 2.95 -5.08
C -1.98 5.58 0.46
Br -1.83 7.50 0.47
Br -0.25 4.76 0.65
Br -3.22 4.99 1.82
H -2.39 5.30 -0.50
C 2.97 4.03 -7.63
Br 2.23 4.92 -6.08
Br 3.03 2.12 -7.40
Br 2.05 4.53 -9.24
H 3.99 4.37 -7.72
C -6.44 1.23 1.39
Br -7.94 2.40 1.09
Br -7.02 -0.57 1.74
Br -5.17 1.32 -0.04
H -5.94 1.58 2.28

Values from the calculation:
maximum force	0.27129	Eh/bohr
HOMO-LUMO gap	0.2866	Ha
charge	0
electronic energy	-1515943.029	eV

***

C16H23CuN3O10 | the ωB97M-V functional and the def2-TZVPD basis

Element x y z (Å)
Cu -7.77 -18.16 -9.29
C -7.73 -17.76 -13.49
C -7.62 -18.05 -12.10
C -7.43 -19.57 -11.76
O -7.64 -19.91 -10.58
C -7.16 -20.47 -12.84
C -7.33 -20.13 -14.16
C -7.68 -18.69 -14.53
O -7.84 -18.29 -15.71
O -7.03 -20.95 -15.09
O -7.64 -17.20 -11.18
H -8.07 -16.75 -13.69
H -6.86 -21.44 -12.48
C -5.43 -17.86 -7.87
O -6.15 -18.91 -7.83
O -5.89 -16.92 -8.64
O -4.36 -17.63 -7.23
C -10.96 -17.48 -10.60
O -10.06 -18.06 -10.07
N -11.59 -17.95 -11.70
C -12.51 -17.14 -12.46
C -11.08 -19.15 -12.38
H -11.35 -16.49 -10.28
H -13.26 -17.74 -12.98
H -11.97 -16.57 -13.22
H -13.02 -16.42 -11.82
H -10.26 -19.64 -11.86
H -11.92 -19.79 -12.64
H -10.58 -18.81 -13.29
C -8.67 -15.55 -7.53
O -8.82 -16.65 -8.00
N -9.70 -14.80 -7.03
C -9.46 -13.46 -6.56
C -11.06 -15.26 -7.19
H -7.69 -15.03 -7.54
H -9.86 -13.27 -5.57
H -9.97 -12.75 -7.24
H -8.40 -13.21 -6.60
H -11.21 -16.33 -7.28
H -11.62 -14.93 -6.32
H -11.46 -14.80 -8.10
C -9.88 -19.80 -7.31
O -8.89 -19.48 -7.90
N -10.10 -19.48 -6.02
C -11.43 -19.58 -5.47
C -9.11 -18.77 -5.22
H -10.70 -20.34 -7.80
H -11.83 -18.57 -5.28
H -11.44 -20.10 -4.51
H -12.17 -20.01 -6.14
H -9.10 -19.04 -4.16
H -8.16 -18.92 -5.73
H -9.37 -17.71 -5.28

Values from the calculation:
maximum force	0.06303	Eh/bohr
2S+1	2
HOMO-LUMO gap (alpha / beta)	0.1669 / 0.1657	Ha
charge	-2
electronic energy	-86549.157	eV

***

C16H23IN5O14P4Pt | the ωB97M-V functional and the def2-TZVPD basis

Element x y z (Å)
Pt 0.14 -0.21 -0.17
O -1.38 -3.18 -1.56
P -0.03 -3.50 -0.74
O 0.67 -4.65 -1.30
O 0.81 -2.20 -0.66
O -0.66 -3.72 0.73
P -0.05 -2.82 1.92
O -0.93 -3.30 3.15
O 1.39 -3.05 2.14
O -0.52 -1.39 1.65
H -1.40 -3.75 -2.34
H -0.54 -4.08 3.57
N -4.68 0.96 1.09
C -3.46 0.09 1.11
C -3.64 -1.07 2.06
P -2.08 1.31 1.64
O -1.44 0.67 2.93
O -2.85 2.52 1.99
O -1.08 1.44 0.48
P -3.22 -0.40 -0.70
O -3.77 -1.90 -0.73
O -4.14 0.54 -1.38
O -1.77 -0.44 -1.19
H -4.36 1.85 1.56
H -5.49 0.55 1.54
H -4.86 1.13 0.07
H -3.79 -0.72 3.09
H -2.77 -1.72 2.04
H -4.51 -1.67 1.76
H -1.00 -0.18 2.70
H -3.03 -2.52 -0.86
N 2.00 -0.30 3.55
C 2.06 -0.08 2.24
O 1.30 0.71 1.66
C 3.11 -0.86 1.48
I 3.08 -0.17 -0.53
H 1.23 0.11 4.07
H 2.57 -0.99 3.99
H 2.80 -1.91 1.47
H 4.11 -0.77 1.88
N -1.14 1.29 -7.15
C -1.43 0.80 -8.40
C -2.01 1.38 -9.52
C -2.18 0.55 -10.62
C -1.79 -0.80 -10.60
C -1.21 -1.37 -9.49
C -1.03 -0.56 -8.37
N -0.53 -0.85 -7.13
C -0.61 0.25 -6.43
C -0.23 0.29 -5.03
C -0.44 1.40 -4.20
C -0.12 1.30 -2.86
N 0.42 0.19 -2.35
C 0.66 -0.87 -3.13
C 0.35 -0.85 -4.46
H -1.29 2.23 -6.83
H -2.30 2.41 -9.55
H -2.64 0.95 -11.51
H -1.94 -1.40 -11.49
H -0.90 -2.40 -9.47
H -0.85 2.32 -4.56
H -0.29 2.11 -2.17
H 1.10 -1.73 -2.66
H 0.53 -1.72 -5.09

Values from the calculation:
maximum force	0.10785	Eh/bohr
energy above the lowest of the compared OMol25 structures with the same formula, charge and spin	64.94	kcal per mole
HOMO-LUMO gap (alpha / beta)	0.1518 / 0.1531	Ha
charge	+1
electronic energy	-101588.239	eV

***

Q: Look up the electronic energy of the third one.
A: -77234.439 eV

***

Q: Number 4 is which compound?
A: C16H23Br21N3O7P

***

Q: Among the records above, which one has the lowest electronic energy?
A: C16H23Br21N3O7P

***

Q: Number 5 is which compound?
A: C16H23CuN3O10